{"formula": "CH3NS2", "method": "ωB97M-V with the def2-TZVPD basis set", "species": ["N", "C", "S", "H", "S", "H", "H"], "coordinates": [[-1.2955, -0.5478, -0.2696], [-0.6823, -1.3392, 0.3926], [0.1370, -2.1317, 1.4414], [-1.8096, -0.5857, -1.1252], [1.6109, 1.1031, 0.0363], [0.3671, 1.4105, 0.3760], [1.6724, 2.0908, -0.8516]], "nbo_charge": [-0.68, 0.22, 0.04, 0.43, -0.28, 0.14, 0.14], "e_above_lowest_ev": 0.495, "lumo_energy_ev": 0.694}